CClNO2S2 | wB97M-V/def2-TZVPD

Element x y z (Å)
C (0.624, -3.538, 0.758)
N (1.316, -4.409, 1.171)
O (0.122, 0.859, 0.607)
O (0.300, 0.135, -1.672)
S (-0.389, -2.369, 0.207)
S (0.794, -0.058, -0.315)
Cl (-2.767, 9.381, -0.756)

As for the net charge: -2. The calculation puts the orbital gap at 0.2504 Ha. For the total energy, the calculation gives -40817.3902 eV. The value obtained for the lowest unoccupied orbital energy is 4.74 eV. The calculation puts the energy relative to the best compared isomer or geometry (same formula, charge and spin) at 0.530 eV.

Here are the Mulliken charges for atoms 1 to 2, given in e: number 1, C, carries 0.297; number 2, N, carries -0.557